The following is a quantum chemistry calculation of a cluster of 2 separate species, C2H6NO2P in total at a distorted geometry, from the OMol25 dataset.

Output
HOMO-LUMO gap ... 8.47 eV
Maximum force ... 2.71 eV Å⁻¹
ΔE to the lowest compared entry with this formula, charge and spin ... 126.9 kcal/mol
LUMO energy ... -0.1687 eV
DFT total energy ... -17040.2644 eV
SMILES ... [H]/P=C\C.O=NO

```
12
Properties=species:S:1:pos:R:3:forces:R:3
C 2.2030 -0.9433 -0.0236 -1.264 0.157 2.114
C 0.8234 -0.8702 -0.6401 -0.762 -0.335 -0.150
N -1.9347 1.5311 0.4249 1.268 -0.076 1.637
O -3.2673 1.3221 0.4685 -1.036 0.637 -1.626
O -1.4672 2.3328 -0.2901 -1.283 0.410 -0.775
P -0.6864 -0.6439 0.1355 1.299 -1.056 -2.127
H 3.0227 -0.8620 -0.7017 0.514 0.897 -0.434
H 2.2140 -0.3080 0.9301 0.496 -0.487 -1.592
H 2.3524 -1.9475 0.3789 -0.242 -0.263 0.003
H 0.8009 -1.1001 -1.7507 -0.251 0.215 1.424
H -3.7176 1.7094 -0.3382 0.576 -0.030 0.808
H -0.3431 -0.2203 1.4065 0.686 -0.069 0.718
```
Forces are in eV/Å.


The following is a quantum chemistry calculation of an isolated molecule of C5H6N2 at a distorted geometry, from the OMol25 dataset.

Output
HOMO-LUMO gap ... 9.65 eV
Maximum force ... 5.64 eV Å⁻¹
ΔE to the lowest compared entry with this formula, charge and spin ... 53.7 kcal/mol
LUMO energy ... 1.0297 eV
DFT total energy ... -8260.0279 eV
SMILES ... C=Cc1cc[nH]n1

```
13
Properties=species:S:1:pos:R:3:forces:R:3
C -1.5601 0.3061 2.0306 -2.211 -2.615 -2.156
C -1.3136 -0.1019 0.7648 -3.870 -1.506 -0.417
C -0.1492 -0.0981 -0.0968 1.130 2.357 2.885
C 0.1248 -0.5995 -1.3368 3.911 2.206 0.886
C 1.4126 -0.1647 -1.6282 1.100 0.238 1.123
H -0.8799 0.8551 2.5958 0.882 0.595 1.213
H -2.5498 -0.1939 2.3777 1.832 1.816 0.069
H -2.3035 -0.5688 0.2810 2.515 0.618 0.817
H -0.4247 -1.0808 -1.9898 -2.847 -2.565 -2.760
H 2.1638 -0.5514 -2.3458 -0.897 0.754 0.194
H 2.7453 0.9812 -0.5298 1.679 0.929 0.920
N 1.8461 0.6261 -0.5590 -4.299 -3.435 -1.232
N 0.8882 0.5907 0.4363 1.074 0.609 -1.543
```
Forces are in eV/Å.


The following is a quantum chemistry calculation of a structure of composition C8H12N4O at a distorted geometry, from the OMol25 dataset.

Output
HOMO-LUMO gap ... 9.50 eV
Maximum force ... 5.25 eV Å⁻¹
ΔE to the lowest compared entry with this formula, charge and spin ... 160.0 kcal/mol
LUMO energy ... 0.5749 eV
DFT total energy ... -16490.8723 eV

```
25
Properties=species:S:1:pos:R:3:forces:R:3
C 3.2379 -2.6835 0.5209 2.327 1.570 2.711
C 1.4973 -1.4641 -0.2453 -0.427 1.897 -2.128
C 0.3482 -0.5415 1.4218 0.485 3.084 -2.186
C -0.2180 -0.6602 2.7549 1.044 -0.565 0.620
C 0.1995 0.3642 -0.5903 1.314 -2.612 0.280
C -1.0388 2.3181 -1.7521 -3.141 2.372 -0.015
C -2.5197 1.6936 -1.7568 -0.145 0.928 1.268
C -3.4363 1.7432 -0.7090 1.695 -0.664 -0.733
H 2.6597 -2.8318 1.7718 1.643 0.745 -4.606
H 4.1297 -1.5397 0.5930 -2.043 -4.296 0.456
H 3.5618 -3.7271 0.2621 0.615 1.457 0.067
H -0.8739 -1.6239 2.8293 1.967 1.362 0.419
H -0.9002 0.1950 2.9535 0.947 -0.481 0.099
H 0.9385 -0.5574 3.1433 -3.270 -0.754 1.082
H 0.4870 0.9643 -2.4853 -1.822 0.413 2.661
H -1.3080 3.4091 -0.8925 1.916 -3.610 -2.205
H -0.8796 2.9084 -2.8866 -0.153 -2.071 3.553
H -2.7907 1.2203 -2.7464 -0.072 0.790 1.207
H -4.4569 1.4748 -1.0394 0.564 -0.191 0.756
H -3.2286 1.8606 0.4660 -0.269 0.355 -3.133
N 1.3642 -1.3137 1.0256 -2.788 -0.026 2.588
N 0.0289 0.6165 0.7259 -0.685 -2.444 -0.951
N -0.0898 1.1879 -1.5756 0.960 3.063 -4.150
N 0.7493 -0.8151 -1.1513 0.644 0.805 1.228
O 2.5387 -2.1980 -0.6374 -1.307 -1.128 1.111
```
Forces are in eV/Å.


The following is a quantum chemistry calculation of a cluster of 2 separate species, C2H5NOS in total at a distorted geometry, from the OMol25 dataset.

Output
HOMO-LUMO gap (spin up / spin down) ... 7.88 / 8.03 eV
Maximum force ... 2.53 eV Å⁻¹
ΔE to the lowest compared entry with this formula, charge and spin ... 96.0 kcal/mol
LUMO energy (spin up / spin down) ... -0.7751 / -0.3554 eV
DFT total energy ... -16524.2185 eV

```
10
Properties=species:S:1:pos:R:3:forces:R:3
C 0.3173 -1.4913 2.8669 1.392 0.328 0.483
C -1.0700 -0.0170 0.1060 -0.125 1.960 -1.398
N 0.0649 -0.7809 -0.3935 -1.526 -1.703 1.073
O 1.3343 -0.9295 3.0853 -0.596 -0.103 -0.831
S 0.0741 -2.3730 0.0845 0.284 0.262 0.253
H -0.2022 -1.8857 3.7617 -0.793 -0.429 -0.128
H -1.0047 0.2379 1.1860 0.117 -0.383 -0.423
H -0.8798 0.9791 -0.4828 -1.432 -1.434 1.126
H -2.0704 -0.5558 -0.0704 1.689 1.012 -0.098
H 0.9268 -0.3157 -0.2554 0.990 0.489 -0.058
```
Forces are in eV/Å.


What is the DFT total energy in the fourth record? -16524.2185 eV


Which formula does entry 4 have? C2H5NOS